Entry 1:
Formula: C41H47AuClN2O9P4
Source: the OMol25 dataset
Level of theory: wB97M-V/def2-TZVPD

The geometry in XYZ format:
```
105
Properties=species:S:1:pos:R:3:forces:R:3:mulliken_charge:R:1
Au -0.05454 0.58715 0.84895 0.0 0.1 -0.6 3.847
N -4.58727 -1.09661 0.34798 -0.4 -0.7 -0.4 -0.024
C -3.43434 -0.24397 0.75366 1.1 -0.1 -0.1 -0.056
C -3.83714 0.99283 1.51808 0.0 0.2 0.2 -1.610
P -2.38330 -1.46018 1.70269 0.1 -0.1 1.0 0.634
O -3.01842 -1.25395 3.19201 0.2 0.3 -0.4 -0.543
O -2.77229 -2.80726 1.22084 -0.3 -0.2 -0.3 -0.960
O -0.91569 -1.11561 1.79918 -0.3 0.1 0.0 -0.482
P -2.64246 0.14194 -0.89241 -0.2 0.7 -0.7 0.814
O -3.08697 1.68133 -1.06623 0.0 -0.5 0.4 -0.525
O -3.34981 -0.72523 -1.86833 -0.3 -0.4 -0.1 -0.956
O -1.13191 0.06345 -0.91856 0.0 -0.1 0.1 -0.608
H -4.28626 -2.07175 0.61061 -0.3 0.1 -0.1 0.296
H -4.56475 -1.06388 -0.71451 -0.2 -0.1 0.2 0.346
H -5.48872 -0.85452 0.75897 0.2 0.1 0.0 0.316
H -4.28755 0.73875 2.47749 0.0 0.0 0.0 0.457
H -4.52490 1.58688 0.91694 0.0 0.1 0.1 0.499
H -2.94879 1.60134 1.69576 -0.1 0.1 0.0 0.212
H -3.17965 -2.12056 3.56662 -0.1 -0.4 0.2 0.311
H -2.72608 2.01629 -1.88799 0.1 0.3 -0.3 0.366
C 0.16354 -0.59552 5.60191 0.0 0.0 0.0 -1.529
C -0.18060 0.84279 5.19235 -0.3 -0.2 1.0 2.022
C -1.69699 1.07255 5.27336 0.0 0.0 -0.1 -1.424
C 0.57260 1.85422 6.06795 0.0 0.0 -0.2 -1.708
C 0.22117 1.02274 3.82443 0.7 0.4 -1.1 -0.064
N 0.58107 1.19223 2.74440 -0.2 0.0 1.1 -0.753
H -0.26547 -0.80197 6.57905 0.0 0.0 0.1 0.476
H 1.24003 -0.73044 5.65700 0.1 0.0 0.0 0.282
H -0.24285 -1.30655 4.88661 0.0 -0.1 -0.1 0.243
H -2.02998 0.89444 6.29284 0.0 0.0 0.1 0.465
H -2.22105 0.38445 4.61606 -0.1 0.0 0.0 0.117
H -1.95115 2.09298 4.99710 0.0 0.1 0.0 0.380
H 0.31135 1.69245 7.11100 0.0 0.0 0.1 0.429
H 0.30029 2.86874 5.79015 0.0 0.1 0.0 0.392
H 1.64828 1.74286 5.95316 0.1 0.0 0.0 0.309
C 2.09609 5.00661 1.27250 -0.2 0.0 0.1 -0.868
C 2.44441 5.81183 0.05387 -0.3 -0.3 -0.5 1.160
C 3.37993 6.82801 0.19043 0.2 0.3 -0.4 -0.756
C 3.84587 7.54778 -0.89860 -0.4 -0.6 -0.1 0.091
Cl 4.96566 8.82842 -0.66745 0.4 0.3 0.1 -0.220
C 3.42433 7.21459 -2.18224 0.2 0.1 0.4 -0.532
C 2.48520 6.22383 -2.33680 -0.4 -0.3 0.4 -0.622
C 1.93577 5.55193 -1.23368 0.6 0.9 0.1 0.155
O 0.93991 4.69037 -1.55836 0.1 -0.6 -0.1 -0.390
C -0.15029 4.46628 -0.70728 -0.3 -0.3 0.2 -1.056
C -0.15266 3.11886 0.02968 -0.3 1.3 -0.1 0.641
O -1.06648 2.90133 0.82414 -0.7 0.5 0.2 -0.688
O 0.76586 2.29822 -0.23075 0.7 -0.9 -0.2 -1.157
H 2.92317 5.04954 1.97904 0.0 0.0 0.0 0.429
H 1.91782 3.96559 1.01586 0.0 -0.1 0.1 -0.249
H 1.21258 5.39404 1.78122 -0.1 -0.1 0.1 0.359
H 3.77047 7.04995 1.17109 0.0 0.1 0.1 0.426
H 3.81698 7.73887 -3.03670 0.1 0.1 -0.1 0.422
H 2.11963 5.95491 -3.31510 -0.1 0.0 -0.1 0.450
H -1.03764 4.43943 -1.35200 0.0 0.1 0.2 0.279
H -0.28461 5.26165 0.02898 0.0 0.0 -0.1 0.430
C 3.88333 -1.24898 -0.95267 0.2 0.8 -0.1 -1.018
P 2.18375 -0.86555 -0.29904 -0.2 0.4 -0.5 -0.518
C 1.44433 -2.52967 -0.25323 0.4 0.1 0.2 1.874
C 0.20615 -2.67362 -0.86958 0.2 0.1 0.0 -0.749
C -0.41022 -3.90937 -0.91998 0.0 -0.2 0.0 -0.846
C 0.21940 -5.01944 -0.38595 -0.1 0.0 0.0 -0.830
C 1.45844 -4.88370 0.22104 0.2 -0.2 0.1 -1.092
C 2.07586 -3.64765 0.29044 -0.2 -0.1 0.0 -0.499
C 2.76796 -0.38745 1.36632 0.1 -0.4 -0.2 0.652
C 2.66820 -1.17994 2.49900 0.1 0.1 -0.1 -0.186
C 3.22403 -0.73373 3.68713 0.0 -0.1 0.2 -0.976
C 3.83231 0.50769 3.76287 0.0 0.0 0.1 -0.601
C 3.88729 1.31872 2.63927 0.1 0.0 0.0 -0.984
C 3.36801 0.87000 1.44186 0.0 -0.2 0.0 -0.456
P 4.09789 -1.05968 -2.78921 0.2 -2.9 1.2 0.199
C 5.58606 -2.06809 -3.07927 -0.7 1.1 -0.3 0.626
C 6.58868 -2.24120 -2.12648 0.3 0.1 0.3 -0.257
C 7.68962 -3.02299 -2.42376 -0.1 0.1 0.3 -0.653
C 7.81444 -3.60982 -3.67348 0.0 0.0 -0.1 -0.430
C 6.83672 -3.41154 -4.63614 -0.1 0.0 -0.2 -0.682
C 5.73574 -2.63092 -4.34695 0.0 -0.1 -0.4 -0.471
C 2.76626 -2.12581 -3.44292 0.1 0.9 -0.5 0.505
C 2.79363 -3.50753 -3.27018 0.3 -0.2 0.1 0.015
C 1.74845 -4.27306 -3.74940 0.0 -0.1 0.1 -0.779
C 0.68515 -3.67515 -4.40756 0.0 0.1 -0.1 -0.436
C 0.66645 -2.30368 -4.59545 -0.1 0.0 0.0 -0.696
C 1.70553 -1.52812 -4.11355 0.0 0.2 0.0 -0.402
H 4.11255 -2.28690 -0.69514 0.3 0.0 -0.3 0.568
H 4.59934 -0.57810 -0.47043 -0.1 -0.1 0.1 0.866
H -0.27194 -1.81113 -1.30215 -0.1 0.1 0.0 0.426
H -1.38353 -3.99816 -1.37336 -0.1 0.0 -0.1 0.569
H -0.25344 -5.98962 -0.44188 0.0 -0.1 0.1 0.502
H 1.94714 -5.74971 0.64597 0.0 -0.1 0.0 0.416
H 3.03787 -3.56548 0.78072 0.1 0.0 0.0 0.498
H 2.16237 -2.13182 2.44860 0.0 -0.1 0.1 0.356
H 3.18332 -1.37032 4.55772 0.0 -0.1 0.1 0.597
H 4.26465 0.84335 4.69459 0.0 0.0 0.1 0.496
H 4.34128 2.29542 2.69754 0.1 0.1 0.0 0.460
H 3.40347 1.49069 0.55554 0.0 0.2 0.0 0.429
H 6.51305 -1.77795 -1.15308 0.0 0.0 0.0 0.400
H 8.45359 -3.17358 -1.67562 0.0 0.0 0.0 0.412
H 8.68042 -4.21100 -3.89920 0.1 -0.1 0.0 0.407
H 6.93641 -3.86034 -5.61209 0.0 0.0 -0.1 0.416
H 4.97437 -2.46021 -5.09560 0.0 0.0 -0.1 0.442
H 3.62796 -3.98007 -2.76927 0.0 0.0 0.0 0.427
H 1.76847 -5.34415 -3.61704 0.0 -0.1 0.1 0.417
H -0.12338 -4.28106 -4.78642 -0.1 -0.1 0.0 0.455
H -0.15173 -1.83804 -5.12222 -0.1 0.1 0.0 0.462
H 1.70432 -0.45723 -4.25942 -0.1 0.1 0.0 0.391
```
Positions in Å, forces in eV/Å.

- Net charge: +1
- F_max: 3.19 eV/A
- ΔE to the lowest compared entry with this formula, charge and spin: 1.7029 eV
- Frontier orbital gap (alpha / beta): 7.355 / 3.030 eV
- LUMO (alpha / beta): -2.24 / -6.56 eV
- Multiplicity: 3



Entry 2:
Formula: C11H16BF9N2O8S2
Source: the OMol25 dataset
Level of theory: wB97M-V/def2-TZVPD

The geometry in XYZ format:
```
49
Properties=species:S:1:pos:R:3:forces:R:3:mulliken_charge:R:1
N 0.43512 2.07424 -1.36411 1.4 -0.7 0.3 -0.399
C 0.50408 0.60252 -1.00704 -0.8 -0.3 -1.9 -0.693
C 0.31571 0.31249 0.62849 -2.0 -1.2 -2.0 0.423
S 1.99963 0.73224 1.31764 2.2 7.3 8.3 1.179
O 2.12112 0.52501 2.87948 -0.9 -0.9 -6.4 -0.577
O 2.35679 2.26124 1.12143 -1.8 -5.6 -1.2 -0.618
C 3.46803 -0.16413 0.58527 4.9 0.8 -0.2 0.423
F 3.92650 0.41534 -0.73481 -2.0 -2.3 3.8 -0.264
F 4.60776 0.23628 1.50637 -4.1 -1.1 -2.9 -0.251
C 3.45739 -1.78714 0.64279 1.4 -2.8 2.8 0.539
F 2.58960 -2.36741 1.73745 2.6 2.6 -3.9 -0.214
F 4.84276 -2.22457 1.06891 -4.4 1.3 -1.9 -0.277
C 3.09330 -2.59700 -0.71072 -2.4 -3.4 -0.2 0.430
F 1.69954 -2.35106 -1.24128 4.5 -0.3 2.1 -0.184
F 3.07207 -4.06110 -0.32870 0.2 5.0 -1.1 -0.298
C 4.08707 -2.47458 -1.98313 1.5 -1.2 -3.8 0.683
F 4.31812 -3.87208 -2.50915 -0.7 5.1 1.8 -0.244
F 3.36791 -1.75147 -3.09172 2.8 -2.2 3.9 -0.233
F 5.41664 -1.88939 -1.76527 -5.0 -1.9 -0.6 -0.199
O 0.02588 -1.13737 0.89774 0.5 1.4 1.0 -0.207
S -0.57541 -1.36332 2.47548 -1.9 -3.2 5.6 1.143
O 0.34463 -1.82956 3.62186 -2.5 2.4 -5.1 -0.536
O -1.83074 -2.32062 2.50244 4.5 4.5 -1.6 -0.577
O -0.90119 0.32603 2.73637 0.9 -2.6 -1.8 -0.488
C -0.95497 1.00667 1.39827 -0.2 -0.2 1.9 0.507
C -2.49369 0.73534 0.96538 -1.6 0.7 -1.1 -1.246
C -2.84290 0.75790 -0.62740 -1.1 -0.8 0.0 -0.122
C -2.96055 -0.80939 -1.13553 -0.5 -0.6 -0.8 -0.521
C -4.44180 -1.15849 -1.82351 1.9 -0.5 -0.3 -0.395
O -4.23385 -1.02937 -3.30319 -0.3 1.2 1.5 -0.527
B -0.96375 2.60523 1.76396 1.4 2.5 1.6 0.730
N -1.40545 3.62980 0.72833 0.4 -0.6 1.3 -0.626
O -0.52283 3.10434 3.10073 -2.2 0.3 -3.3 -0.612
H -0.06985 2.25080 -2.26007 0.8 -0.5 1.1 0.263
H 1.42830 2.45472 -1.40266 -1.9 -0.5 0.0 0.291
H 1.50587 0.18853 -1.43995 -1.7 0.3 1.3 0.226
H -0.35225 0.07402 -1.65072 1.9 0.8 2.0 0.180
H -2.98821 -0.25097 1.40662 1.7 2.0 -0.8 0.452
H -3.13796 1.61807 1.45112 1.6 -1.8 -0.8 0.319
H -3.93937 1.21093 -0.74471 2.4 -0.8 0.3 0.464
H -2.14537 1.41769 -1.29565 -1.2 -1.3 1.6 0.050
H -2.81953 -1.60559 -0.28989 0.0 1.8 -1.3 0.214
H -2.16961 -1.08340 -1.98669 -1.7 0.6 1.9 0.215
H -4.63520 -2.31348 -1.62896 0.1 2.6 -0.6 0.270
H -5.30462 -0.47753 -1.42258 1.6 -1.3 -0.8 0.250
H -3.86425 -0.11851 -3.49778 -0.8 -1.5 0.6 0.298
H -2.11111 4.27191 1.15138 1.1 -0.3 -0.6 0.210
H -0.53591 4.13383 0.43883 -1.2 -0.3 0.2 0.234
H -0.78346 4.09240 3.11891 0.8 -2.3 0.0 0.313
```
Positions in Å, forces in eV/Å.

- Net charge: 0
- F_max: 11.33 eV/A
- Frontier orbital gap: 9.016 eV
- LUMO: -1.41 eV
- Multiplicity: 1
- Structure (SMILES): NC[C@]1(S(=O)(=O)C(F)(F)C(F)(F)C(F)(F)C(F)(F)F)OS(=O)(=O)O[C@@]1(CCCCO)B(N)O



Entry 3:
Formula: C21H23N5O4S3
Source: the OMol25 dataset
Level of theory: wB97M-V/def2-TZVPD

The geometry in XYZ format:
```
56
Properties=species:S:1:pos:R:3:forces:R:3:mulliken_charge:R:1
C 2.48503 -3.08626 -2.80099 -0.1 0.0 0.0 -1.564
C 1.98529 -2.93693 -1.39789 0.1 0.0 0.1 0.924
C 2.58962 -2.07082 -0.49919 -0.1 -0.2 -0.2 -0.771
C 2.10238 -1.90722 0.78542 0.0 0.0 0.2 -0.519
C 0.97954 -2.61715 1.18611 0.3 0.0 -0.4 0.804
N 0.40701 -2.47799 2.45750 -0.4 -0.7 -0.1 -0.066
C 0.64294 -1.52557 3.36926 -0.6 0.3 1.2 0.357
N 1.56881 -0.62037 3.34208 0.4 -0.9 -1.3 0.075
N 1.52770 0.22458 4.36257 0.1 0.6 1.3 -0.897
C 0.57948 0.00647 5.20203 -0.3 -0.5 0.0 0.549
S 0.18975 1.05441 6.53403 0.0 0.3 0.3 -0.140
C 0.47277 2.68655 5.73350 -0.1 -0.5 0.1 -0.713
C -0.36500 2.72238 4.46562 0.4 0.3 0.1 0.502
O -1.55031 2.95113 4.48046 -0.3 0.0 0.1 -0.613
N 0.36058 2.42412 3.34579 0.4 0.3 -0.2 -0.105
C -0.11171 1.91439 2.13605 -0.3 -0.1 -0.2 0.179
C -1.46880 1.79199 1.84274 0.0 0.1 0.2 -0.781
C -1.85917 1.18267 0.66307 0.0 -0.1 -0.1 -0.213
C -0.90605 0.71381 -0.21956 -0.4 -0.2 -0.5 -0.316
S -1.37826 -0.07025 -1.74886 0.3 0.5 0.2 1.245
O -2.81189 -0.18001 -1.79234 0.0 0.2 0.1 -0.737
O -0.60807 -1.26538 -1.93905 0.2 0.1 -0.1 -0.442
N -0.79338 1.07361 -2.83581 -0.2 -0.7 0.7 0.048
C -0.25611 0.55569 -4.07909 -0.1 -0.4 -0.5 -0.422
C -1.38155 0.28149 -5.07881 0.3 -0.1 0.1 -0.493
O -2.15602 1.44119 -5.29265 0.1 0.1 -0.2 -0.432
C -2.74665 1.88766 -4.09021 -0.1 0.1 0.3 -0.516
C -1.67910 2.20379 -3.03699 -0.5 0.3 -0.2 -0.664
C 0.44323 0.85366 0.04732 0.1 0.1 0.1 -0.627
C 0.84172 1.45112 1.22426 -0.1 0.0 -0.2 -0.517
S -0.41342 -1.39465 4.79667 0.7 0.6 -0.5 -0.218
C 0.37847 -3.50910 0.30197 0.1 0.0 0.0 -0.690
C 0.87832 -3.66266 -0.97252 0.1 0.0 0.2 -0.735
H 2.71505 -4.12844 -3.01839 0.1 0.0 -0.1 0.415
H 1.71133 -2.76265 -3.49605 0.0 0.0 -0.2 0.283
H 3.37808 -2.48883 -2.96639 0.1 0.0 -0.1 0.345
H 3.45849 -1.50509 -0.80510 0.1 0.0 0.0 0.327
H 2.57524 -1.22923 1.47532 0.0 0.0 0.0 0.551
H -0.39000 -3.07365 2.63360 0.2 0.1 0.0 0.198
H 1.53974 2.81355 5.56472 0.0 0.1 0.0 0.331
H 0.09918 3.40569 6.46007 0.0 0.0 -0.1 0.420
H 1.35314 2.26692 3.48037 -0.3 0.0 0.2 0.371
H -2.20273 2.15459 2.54355 0.0 0.0 0.0 0.566
H -2.90248 1.05279 0.42159 -0.1 0.0 0.0 0.593
H 0.28032 -0.36110 -3.83789 0.1 0.0 -0.2 0.128
H 0.43610 1.30127 -4.48325 0.0 -0.1 0.1 0.357
H -0.98208 -0.00165 -6.05416 0.0 -0.1 0.1 0.401
H -2.01477 -0.52863 -4.68622 0.0 0.0 -0.1 0.313
H -3.31660 2.78226 -4.34630 0.0 0.0 0.1 0.390
H -3.41990 1.11707 -3.69069 0.0 0.1 -0.1 0.319
H -2.14590 2.43630 -2.07965 -0.1 0.2 0.0 0.333
H -1.06880 3.05295 -3.36180 -0.1 0.0 0.1 0.411
H 1.15700 0.47051 -0.66258 0.2 0.0 0.0 0.538
H 1.89106 1.54073 1.45987 0.1 0.0 0.0 0.193
H -0.49288 -4.06839 0.61247 -0.1 -0.1 0.0 0.320
H 0.39427 -4.34332 -1.65558 -0.1 -0.1 -0.1 0.404
```
Positions in Å, forces in eV/Å.

- Net charge: 0
- F_max: 1.65 eV/A
- Frontier orbital gap: 8.264 eV
- LUMO: 0.33 eV
- Multiplicity: 1
- Structure (SMILES): Cc1ccc(Nc2nnc(SCC(=O)Nc3ccc(S(=O)(=O)N4CCOCC4)cc3)s2)cc1